Density functional theory data (the ωB97M-V functional and the def2-TZVPD basis) for a cluster of 2 separate species, C30H34N2O4 in total at a distorted geometry.

Output
HOMO = -0.190 Ha
ΔE to the lowest compared entry with this formula, charge and spin = 89.9 kcal/mol
LUMO energy = -0.0310 Ha
gap between HOMO and LUMO = 4.33 eV

Element x y z (Å)
1 C -1.02 -6.87 1.43
2 O 0.31 -6.37 1.73
3 C 0.47 -5.05 1.98
4 C 1.59 -4.64 2.77
5 C 1.51 -3.45 3.46
6 C 0.45 -2.53 3.21
7 C 0.32 -1.35 4.02
8 C -0.43 -0.24 3.65
9 C 0.21 1.09 3.52
10 N 1.38 1.19 2.55
11 C 1.18 1.70 1.31
12 C 2.23 2.08 0.51
13 C 3.56 1.87 0.96
14 N 4.63 2.29 0.20
15 C 5.91 1.59 0.41
16 C 7.03 2.16 -0.45
17 O 6.61 2.39 -1.80
18 C 5.56 3.36 -1.84
19 C 4.32 2.87 -1.11
20 C 3.74 1.26 2.22
21 C 2.63 0.94 2.99
22 C -1.92 -0.35 3.59
23 C -2.77 0.88 3.79
24 O -2.49 -1.44 3.45
25 C -0.41 -2.81 2.11
26 C -0.48 -4.08 1.58
27 H -0.88 -7.95 1.34
28 H -1.74 -6.65 2.24
29 H -1.41 -6.46 0.49
30 H 2.44 -5.31 2.90
31 H 2.25 -3.18 4.22
32 H 1.12 -1.21 4.76
33 H -0.52 1.82 3.15
34 H 0.58 1.43 4.50
35 H 0.14 1.82 1.01
36 H 2.01 2.52 -0.46
37 H 6.20 1.68 1.46
38 H 5.80 0.51 0.17
39 H 7.38 3.10 0.03
40 H 7.84 1.43 -0.54
41 H 5.89 4.32 -1.39
42 H 5.35 3.48 -2.91
43 H 3.82 2.13 -1.76
44 H 3.65 3.73 -0.97
45 H 4.72 1.05 2.64
46 H 2.71 0.51 3.98
47 H -2.42 1.80 3.30
48 H -3.78 0.65 3.43
49 H -2.84 1.04 4.87
50 H -1.11 -2.07 1.74
51 H -1.29 -4.35 0.90
52 C -0.12 0.38 7.36
53 C -1.17 -0.51 6.73
54 C -0.67 -1.78 6.27
55 C -1.47 -2.96 6.32
56 C -2.89 -3.00 6.28
57 C -3.55 -4.12 6.78
58 C -2.83 -5.23 7.24
59 C -1.43 -5.26 7.09
60 C -0.78 -4.18 6.54
61 O -2.35 -0.16 6.59
62 H 0.75 0.53 6.71
63 H -0.56 1.36 7.57
64 H 0.21 -0.07 8.31
65 H 0.39 -1.95 6.47
66 H -3.44 -2.14 5.89
67 H -4.64 -4.13 6.82
68 H -3.34 -6.06 7.72
69 H -0.87 -6.13 7.41
70 H 0.30 -4.22 6.36


Density functional theory data (the ωB97M-V functional and the def2-TZVPD basis) for a cluster of 2 separate species, C2H3F3S in total at a distorted geometry.

Output
HOMO = -0.363 Ha
ΔE to the lowest compared entry with this formula, charge and spin = 101.9 kcal/mol
LUMO energy = -0.0732 Ha
gap between HOMO and LUMO = 7.88 eV

Element x y z (Å)
1 C 0.61 -0.55 0.02
2 C -0.78 -0.41 -0.27
3 F -1.63 -0.78 0.68
4 F -1.17 1.57 1.13
5 F -1.26 -0.08 -1.40
6 S 1.69 0.87 -0.50
7 H 1.10 -1.27 -0.74
8 H 0.73 -0.89 0.98
9 H 0.70 1.53 0.10


Density functional theory data (the ωB97M-V functional and the def2-TZVPD basis) for a structure of composition C29H43BiBr2ClN4O9P2.

Output
HOMO = -0.374 Ha
total charge = +1
ΔE to the lowest compared entry with this formula, charge and spin = 1.9 kcal/mol
LUMO energy = -0.0965 Ha
gap between HOMO and LUMO = 7.56 eV

Element x y z (Å)
1 Bi -0.62 -0.56 0.28
2 N -0.25 1.70 0.97
3 N -1.45 2.22 1.45
4 C -2.63 1.47 1.34
5 O -3.69 2.01 1.53
6 O -2.46 0.19 1.08
7 H 0.50 1.70 1.66
8 H 0.06 2.11 0.10
9 H -1.59 3.21 1.38
10 C -3.25 -2.85 1.29
11 C -2.16 -2.80 2.31
12 C -2.29 -3.57 3.49
13 C -1.32 -3.55 4.45
14 C -0.18 -2.75 4.27
15 C 0.88 -2.65 5.20
16 Br 0.84 -3.64 6.81
17 C 1.96 -1.85 4.94
18 C 2.03 -1.13 3.74
19 Br 3.53 -0.06 3.35
20 C 1.02 -1.19 2.79
21 O 1.10 -0.51 1.66
22 C -0.10 -2.01 3.07
23 N -1.08 -2.06 2.12
24 H -4.20 -3.09 1.77
25 H -3.04 -3.63 0.55
26 H -3.35 -1.90 0.78
27 H -3.18 -4.18 3.62
28 H -1.43 -4.14 5.35
29 H 2.77 -1.76 5.65
30 C 4.15 0.66 -5.39
31 C 2.71 1.06 -5.10
32 C 2.35 2.39 -5.74
33 O 2.54 1.17 -3.66
34 P 1.69 0.17 -2.80
35 O 1.66 0.57 -1.38
36 C 0.00 0.00 -3.52
37 P -1.03 1.39 -2.93
38 O -1.30 1.37 -1.47
39 O -2.43 1.41 -3.65
40 C -2.83 1.34 -5.04
41 C -3.11 -0.11 -5.39
42 C -1.83 1.99 -5.98
43 O -0.21 2.64 -3.42
44 C -0.27 3.92 -2.70
45 C -0.59 5.00 -3.72
46 C 1.05 4.15 -1.99
47 O 2.26 -1.28 -3.11
48 C 3.41 -1.89 -2.43
49 C 2.93 -2.61 -1.18
50 C 4.51 -0.90 -2.10
51 H 4.33 0.74 -6.46
52 H 4.33 -0.38 -5.10
53 H 4.84 1.31 -4.86
54 H 2.05 0.27 -5.48
55 H 3.05 3.16 -5.41
56 H 1.34 2.68 -5.43
57 H 2.39 2.31 -6.82
58 H -0.44 -0.91 -3.12
59 H 0.05 -0.06 -4.60
60 H -3.76 1.91 -5.06
61 H -2.20 -0.70 -5.30
62 H -3.49 -0.18 -6.41
63 H -3.86 -0.51 -4.71
64 H -0.89 1.44 -5.99
65 H -1.63 3.02 -5.68
66 H -2.24 2.00 -6.98
67 H -1.08 3.85 -1.97
68 H 0.14 4.96 -4.52
69 H -0.55 5.98 -3.25
70 H -1.59 4.85 -4.14
71 H 1.84 4.33 -2.72
72 H 1.33 3.28 -1.40
73 H 0.97 5.02 -1.34
74 H 3.78 -2.61 -3.16
75 H 2.59 -1.88 -0.45
76 H 3.75 -3.19 -0.75
77 H 2.12 -3.29 -1.42
78 H 4.15 -0.15 -1.38
79 H 4.88 -0.38 -2.98
80 H 5.34 -1.43 -1.64
81 Cl -5.29 -3.00 -3.62
82 C -3.69 -3.25 -3.05
83 C -2.94 -4.34 -3.47
84 C -1.66 -4.50 -2.97
85 C -1.18 -3.56 -2.07
86 N -1.89 -2.51 -1.67
87 C -3.13 -2.35 -2.15
88 H -3.36 -5.04 -4.18
89 H -1.05 -5.34 -3.27
90 H -0.18 -3.64 -1.65
91 H -3.68 -1.48 -1.81


Density functional theory data (the ωB97M-V functional and the def2-TZVPD basis) for a cluster of 5 separate species, C3H17N2O4S in total at a distorted geometry.

Output
HOMO = -0.137 Ha
total charge = -1
ΔE to the lowest compared entry with this formula, charge and spin = 0.0 kcal/mol
LUMO energy = 0.1333 Ha
gap between HOMO and LUMO = 7.37 eV

Element x y z (Å)
1 N -0.68 1.64 -1.75
2 C -0.09 1.13 -0.50
3 C -0.86 1.71 0.74
4 S -1.81 0.36 1.50
5 C 1.39 1.46 -0.59
6 N 2.19 1.07 0.57
7 H -1.69 1.66 -1.72
8 H -0.26 2.51 -2.04
9 H -0.25 0.05 -0.47
10 H -0.11 2.04 1.46
11 H -1.48 2.54 0.42
12 H 1.81 0.96 -1.47
13 H 1.51 2.54 -0.75
14 H 2.14 0.06 0.65
15 H 1.75 1.52 1.37
16 H 0.33 -1.44 2.08
17 H 1.62 -1.03 2.67
18 O 1.12 -1.83 2.50
19 H 0.82 -2.44 -0.38
20 H 1.87 -2.44 0.66
21 O 1.77 -2.24 -0.28
22 H -1.45 -2.66 0.48
23 H -1.51 -2.23 -0.97
24 O -1.07 -2.88 -0.38
25 H -2.58 -0.59 -0.50
26 H -1.97 -0.43 -1.91
27 O -2.52 -1.03 -1.39


Density functional theory data (the ωB97M-V functional and the def2-TZVPD basis) for a cluster of 10 separate species, C24H50B6F24N5O3 in total at a distorted geometry.

Output
⟨S²⟩ = 0.75
HOMO (alpha / beta) = -0.347 / -0.328 Ha
2S+1 = 2
LUMO energy (alpha / beta) = -0.1588 / -0.2447 Ha
gap between HOMO and LUMO (alpha / beta) = 5.13 / 2.28 eV

Element x y z (Å)
1 C 3.19 7.92 3.95
2 N 2.71 6.91 3.04
3 C 1.49 6.28 3.19
4 C 1.12 5.37 2.22
5 C 1.91 5.18 1.10
6 C 3.07 5.87 0.92
7 C 3.52 6.72 1.92
8 C 1.68 4.10 0.06
9 C 2.67 3.18 -0.21
10 C 2.51 2.29 -1.32
11 N 1.32 2.26 -2.03
12 C 0.27 3.07 -1.66
13 C 0.54 4.11 -0.73
14 C 1.02 1.39 -3.21
15 H 2.39 8.50 4.40
16 H 3.66 8.73 3.39
17 H 3.87 7.49 4.68
18 H 1.08 6.48 4.16
19 H 0.17 4.87 2.18
20 H 3.69 5.67 0.06
21 H 4.52 7.11 2.04
22 H 3.57 3.04 0.37
23 H 3.30 1.62 -1.65
24 H -0.58 3.11 -2.33
25 H -0.24 4.83 -0.53
26 H 0.96 0.41 -2.75
27 H 1.95 1.18 -3.75
28 H 0.20 1.69 -3.87
29 C 2.30 -5.72 -0.75
30 C 3.64 -5.20 -1.42
31 C 4.84 -4.77 -0.52
32 O 6.09 -5.38 -0.80
33 C 7.11 -4.67 -0.24
34 N 4.22 -6.24 -2.37
35 H 4.09 -6.22 -3.38
36 H 5.20 -6.13 -2.17
37 H 4.14 -7.17 -1.98
38 H 2.54 -6.63 -0.20
39 H 1.58 -6.05 -1.49
40 H 1.83 -5.00 -0.08
41 H 3.34 -4.30 -1.97
42 H 4.52 -5.10 0.47
43 H 4.85 -3.69 -0.35
44 H 8.05 -5.03 -0.66
45 H 7.21 -4.88 0.83
46 H 6.92 -3.61 -0.45
47 C -5.67 4.29 -0.15
48 C -5.28 3.39 -1.28
49 C -3.76 3.04 -1.50
50 O -3.04 4.21 -1.82
51 C -3.33 4.88 -3.00
52 N -6.04 2.03 -1.29
53 H -5.57 1.36 -1.88
54 H -6.08 1.62 -0.37
55 H -7.00 2.05 -1.60
56 H -4.98 5.12 -0.30
57 H -5.53 3.77 0.79
58 H -6.70 4.63 -0.25
59 H -5.64 3.85 -2.20
60 H -3.62 2.30 -2.29
61 H -3.34 2.64 -0.58
62 H -2.72 5.78 -3.10
63 H -4.25 5.46 -2.88
64 H -3.45 4.24 -3.87
65 C -0.14 -3.27 0.10
66 C -0.84 -2.02 0.52
67 C -0.43 -0.73 -0.18
68 O -1.22 0.48 -0.14
69 C -1.41 0.93 1.15
70 N -2.35 -2.29 0.44
71 H -2.61 -3.16 0.89
72 H -2.83 -1.52 0.88
73 H -2.70 -2.47 -0.49
74 H -0.04 -3.17 -0.98
75 H -0.57 -4.16 0.56
76 H 0.87 -3.25 0.50
77 H -0.54 -1.97 1.57
78 H -0.47 -0.86 -1.26
79 H 0.62 -0.48 -0.03
80 H -0.43 1.28 1.49
81 H -1.73 0.10 1.79
82 H -2.11 1.75 1.26
83 B -3.80 -1.55 -2.68
84 F -2.43 -1.88 -2.70
85 F -4.25 -1.81 -3.91
86 F -4.48 -2.23 -1.67
87 F -4.00 -0.22 -2.53
88 B -1.30 -1.36 4.73
89 F -1.46 -2.38 3.88
90 F -2.11 -1.39 5.85
91 F 0.07 -1.21 5.03
92 F -1.59 -0.23 3.97
93 B 3.33 -1.72 -3.00
94 F 4.46 -2.46 -2.73
95 F 3.41 -0.47 -2.46
96 F 3.30 -1.65 -4.36
97 F 2.22 -2.28 -2.53
98 B 3.46 -4.25 2.90
99 F 4.76 -4.15 2.36
100 F 3.12 -5.58 3.11
101 F 3.27 -3.58 4.07
102 F 2.61 -3.62 1.96
103 B -2.93 -5.71 0.83
104 F -2.65 -4.95 1.89
105 F -3.06 -4.89 -0.22
106 F -1.95 -6.72 0.60
107 F -4.06 -6.42 1.15
108 B -5.43 -0.15 1.98
109 F -6.32 -0.60 2.87
110 F -6.02 0.08 0.81
111 F -4.80 0.97 2.51
112 F -4.51 -1.04 1.69


Density functional theory data (the ωB97M-V functional and the def2-TZVPD basis) for the ion C3H9N2O3 with charge +1 at a distorted geometry.

Output
HOMO = -0.552 Ha
total charge = +1
ΔE to the lowest compared entry with this formula, charge and spin = 96.5 kcal/mol
LUMO energy = -0.1130 Ha
SMILES = C[C@@](N)(O)/C(O)=[NH+]/O
gap between HOMO and LUMO = 11.96 eV

Element x y z (Å)
1 C -1.01 -0.27 0.09
2 C 1.31 0.86 -0.93
3 C 0.78 0.02 0.31
4 N -1.90 0.66 -0.01
5 N 1.14 -1.31 0.33
6 O -1.26 -1.53 -0.04
7 O 0.75 0.73 1.61
8 O -3.22 0.47 -0.28
9 H 2.42 0.70 -0.91
10 H 0.87 0.46 -1.85
11 H 1.16 1.95 -0.85
12 H -1.45 1.55 -0.12
13 H 1.84 -1.62 -0.28
14 H 1.41 -1.63 1.35
15 H -0.63 -2.11 0.37
16 H 1.27 1.56 1.55
17 H -3.48 -0.47 -0.32


Density functional theory data (the ωB97M-V functional and the def2-TZVPD basis) for a structure of composition C35H27N6O6PPt at a distorted geometry.

Output
HOMO = -0.095 Ha
total charge = -2
ΔE to the lowest compared entry with this formula, charge and spin = 23.7 kcal/mol
LUMO energy = 0.1309 Ha
gap between HOMO and LUMO = 6.15 eV

Element x y z (Å)
1 Pt 0.99 -0.08 1.20
2 N 1.60 -1.07 2.85
3 C 1.66 -1.42 3.95
4 C 1.76 -1.86 5.27
5 C 2.19 -0.97 6.29
6 N 2.54 -0.26 7.13
7 C 1.48 -3.21 5.61
8 N 1.27 -4.31 5.89
9 O -1.85 -3.82 0.08
10 C -1.15 -2.87 0.46
11 O -0.09 -2.40 0.02
12 C -1.72 -2.14 1.72
13 C -2.63 -2.85 2.50
14 C -3.19 -2.25 3.61
15 C -2.90 -0.96 3.99
16 C -2.01 -0.27 3.19
17 C -1.40 -0.84 2.09
18 N -1.79 1.17 3.53
19 O -1.02 1.79 2.83
20 O -2.50 1.66 4.38
21 N -4.18 -3.01 4.42
22 O -4.43 -4.15 4.09
23 O -4.59 -2.49 5.45
24 H -2.90 -3.85 2.19
25 H -3.37 -0.49 4.84
26 H -0.87 -0.17 1.38
27 N 0.40 1.08 -0.33
28 P -0.69 0.98 -1.39
29 C -2.37 0.41 -0.94
30 C -3.13 1.23 -0.11
31 C -4.34 0.80 0.40
32 C -4.80 -0.48 0.09
33 C -4.05 -1.31 -0.73
34 C -2.84 -0.86 -1.25
35 C -0.26 -0.04 -2.86
36 C 0.54 -1.16 -2.63
37 C 0.94 -1.95 -3.69
38 C 0.57 -1.64 -4.99
39 C -0.22 -0.52 -5.23
40 C -0.64 0.27 -4.17
41 C -1.01 2.63 -2.11
42 C -2.19 2.99 -2.75
43 C -2.35 4.28 -3.27
44 C -1.33 5.21 -3.13
45 C -0.16 4.86 -2.48
46 C 0.00 3.58 -1.97
47 H -2.74 2.21 0.17
48 H -4.91 1.44 1.06
49 H -5.73 -0.83 0.51
50 H -4.38 -2.32 -0.93
51 H -2.24 -1.53 -1.85
52 H 0.82 -1.40 -1.61
53 H 1.55 -2.83 -3.50
54 H 0.89 -2.26 -5.82
55 H -0.51 -0.26 -6.25
56 H -1.25 1.15 -4.37
57 H -2.99 2.27 -2.85
58 H -3.28 4.55 -3.76
59 H -1.46 6.21 -3.53
60 H 0.64 5.59 -2.36
61 H 0.89 3.29 -1.42
62 C 5.42 -0.69 -1.62
63 C 5.25 0.35 -0.51
64 C 5.46 1.75 -1.10
65 C 6.31 0.10 0.58
66 C 3.90 0.25 0.07
67 C 2.79 0.16 0.54
68 H 6.43 -0.65 -2.04
69 H 4.69 -0.52 -2.41
70 H 5.25 -1.70 -1.22
71 H 6.45 1.84 -1.55
72 H 5.36 2.51 -0.32
73 H 4.71 1.95 -1.86
74 H 7.32 0.15 0.16
75 H 6.16 -0.88 1.03
76 H 6.22 0.85 1.37


Density functional theory data (the ωB97M-V functional and the def2-TZVPD basis) for the molecule C2H3NO3 at a distorted geometry.

Output
HOMO = -0.376 Ha
ΔE to the lowest compared entry with this formula, charge and spin = 117.4 kcal/mol
LUMO energy = -0.0085 Ha
SMILES = O=CC(=O)NO
gap between HOMO and LUMO = 9.99 eV

Element x y z (Å)
1 N -0.67 -0.10 -0.58
2 C 0.19 0.36 0.34
3 C 0.40 -0.68 1.47
4 O -0.41 0.50 -2.02
5 O 0.80 1.40 0.35
6 O 0.63 -1.84 1.31
7 H -0.89 1.34 -1.92
8 H -0.45 -0.80 -1.41
9 H 0.39 -0.19 2.47


Density functional theory data (the ωB97M-V functional and the def2-TZVPD basis) for a structure of composition C15H15B2F4N6O10Y at a distorted geometry.

Output
HOMO (alpha / beta) = -0.570 / -0.570 Ha
total charge = +2
LUMO energy (alpha / beta) = -0.4316 / -0.4372 Ha
gap between HOMO and LUMO (alpha / beta) = 3.77 / 3.60 eV

Element x y z (Å)
1 Y -0.46 1.05 0.47
2 C 3.54 1.98 -1.38
3 C 2.21 2.06 -0.74
4 N 1.22 1.25 -0.91
5 O 1.20 0.13 -1.64
6 B -0.13 0.04 -2.47
7 F -0.61 1.34 -2.48
8 F 0.10 -0.58 -3.61
9 O -1.22 -0.75 -1.66
10 N -1.88 0.06 -0.87
11 C -3.17 0.26 -0.83
12 C -4.14 -0.41 -1.71
13 C -3.52 1.38 0.11
14 N -2.53 1.71 0.86
15 O -2.45 2.87 1.56
16 B -1.45 3.83 0.92
17 F -1.24 3.30 -0.40
18 F -1.84 5.08 0.99
19 O -0.03 3.68 1.57
20 N 0.74 2.87 0.87
21 C 1.77 3.20 0.15
22 C 2.38 4.53 0.08
23 C -4.81 2.11 0.05
24 H 3.67 1.02 -1.87
25 H 4.33 2.12 -0.63
26 H 3.64 2.77 -2.13
27 H -3.66 -1.20 -2.28
28 H -4.58 0.31 -2.41
29 H -4.96 -0.82 -1.11
30 H 2.01 5.18 0.88
31 H 2.13 5.00 -0.88
32 H 3.47 4.46 0.13
33 H -5.63 1.46 -0.26
34 H -4.73 2.92 -0.69
35 H -5.04 2.57 1.00
36 O -0.81 -0.85 1.43
37 C 0.45 -1.04 1.43
38 O 1.21 -0.03 1.36
39 C 0.99 -2.42 1.36
40 C 1.79 -2.76 0.27
41 C 2.22 -4.06 0.13
42 C 1.90 -5.04 1.06
43 C 1.13 -4.66 2.14
44 C 0.65 -3.38 2.31
45 N 0.78 -5.70 3.17
46 O 0.05 -5.33 4.07
47 O 1.24 -6.80 3.00
48 N 3.05 -4.42 -1.06
49 O 3.25 -5.59 -1.24
50 O 3.43 -3.49 -1.74
51 H 2.08 -2.02 -0.47
52 H 2.24 -6.06 0.94
53 H 0.03 -3.14 3.16


Copy entry 8 word for word.
Density functional theory data (the ωB97M-V functional and the def2-TZVPD basis) for the molecule C2H3NO3 at a distorted geometry.

Output
HOMO = -0.376 Ha
ΔE to the lowest compared entry with this formula, charge and spin = 117.4 kcal/mol
LUMO energy = -0.0085 Ha
SMILES = O=CC(=O)NO
gap between HOMO and LUMO = 9.99 eV

Element x y z (Å)
1 N -0.67 -0.10 -0.58
2 C 0.19 0.36 0.34
3 C 0.40 -0.68 1.47
4 O -0.41 0.50 -2.02
5 O 0.80 1.40 0.35
6 O 0.63 -1.84 1.31
7 H -0.89 1.34 -1.92
8 H -0.45 -0.80 -1.41
9 H 0.39 -0.19 2.47